C8H14BrCl4NO4 | ωB97M-V/def2-TZVPD

Calculated values
HOMO energy	-9.889	eV
E_LUMO	-0.16	eV
total charge	0
spin multiplicity	1
HOMO-LUMO gap	9.73	eV

Last column: Löwdin charge in e.
Positions of all 32 atoms, in Å:
C (2.928, -0.480, 0.768)  -0.19
C (1.832, -0.812, -0.286)  -0.31
C (0.468, -0.151, 0.011)  -0.56
Br (0.848, 1.804, 0.235)  0.73
C (-0.506, -0.378, -1.254)  -0.23
O (-0.850, 0.845, -1.857)  -0.22
C (-2.215, 1.182, -1.683)  -0.18
C (-2.676, 1.325, -0.205)  -0.17
O (-4.114, 1.234, -0.194)  -0.10
C (-4.530, -0.096, -0.250)  -0.26
O (-5.265, -0.465, 0.912)  -0.08
N (-6.554, -0.834, 0.520)  -0.04
O (-6.731, -1.972, 0.698)  0.10
H (2.491, -0.212, 1.741)  0.06
H (3.531, 0.386, 0.471)  0.01
H (3.605, -1.342, 0.854)  0.06
H (1.694, -1.904, -0.318)  0.11
H (2.176, -0.463, -1.270)  0.11
H (0.009, -0.468, 0.953)  0.09
H (0.066, -1.019, -1.940)  0.12
H (-1.395, -0.928, -0.905)  0.11
H (-2.872, 0.518, -2.275)  0.13
H (-2.333, 2.177, -2.142)  0.14
H (-2.335, 2.282, 0.198)  0.12
H (-2.310, 0.531, 0.464)  0.11
H (-3.691, -0.782, -0.439)  0.13
H (-5.206, -0.197, -1.117)  0.13
C (6.786, 0.044, 1.662)  -2.03
Cl (6.304, 0.061, -0.043)  0.54
Cl (8.390, 0.775, 1.827)  0.52
Cl (5.616, 0.966, 2.623)  0.53
Cl (6.836, -1.629, 2.243)  0.52